# 1
ORCA calculation (ωB97M-V with the def2-TZVPD basis set) on C37H42N2OP2Pt as an isolated structure.

Results
- charge = +2
- energy relative to the best compared isomer or geometry (same formula, charge and spin) (kcal per mole) = 51.8
- DFT total energy (eV) = -65891.5383

Each line ends with the Mulliken charge.
Geometry (Å):
Pt (0.0824, 0.9943, -0.4869)  3.100
N (1.3594, 2.7020, -0.8144)  -0.865
C (0.8139, 3.7686, -1.6915)  -0.790
C (-0.4312, 4.3901, -1.0813)  -0.464
C (-1.6168, 3.4481, -0.9515)  -0.770
N (-1.3696, 2.3656, 0.0459)  -0.407
H (1.5618, 3.0875, 0.1084)  -0.260
H (2.2612, 2.3879, -1.1670)  0.514
H (0.5845, 3.3269, -2.6628)  0.427
H (1.5710, 4.5388, -1.8457)  0.436
H (-0.7370, 5.2264, -1.7110)  0.407
H (-0.1897, 4.8205, -0.1019)  0.222
H (-1.8550, 2.9732, -1.9035)  0.400
H (-2.4939, 4.0106, -0.6277)  0.511
H (-2.2480, 1.8856, 0.2412)  0.148
H (-1.0898, 2.7992, 0.9282)  -0.088
C (0.9442, -1.6658, 1.5468)  -0.106
C (-0.5535, -1.8464, 1.2740)  -1.445
P (-1.2702, -0.7762, -0.0253)  0.887
C (-2.8602, -0.2093, 0.6495)  -0.443
C (-2.9716, 0.1780, 1.9893)  -0.063
C (-4.1643, 0.6959, 2.4715)  -0.990
C (-5.2526, 0.8439, 1.6204)  -0.489
C (-5.1465, 0.4738, 0.2878)  -0.883
C (-3.9564, -0.0507, -0.1996)  -0.301
C (-1.7414, -1.7898, -1.4353)  0.926
C (-2.4402, -2.9788, -1.2127)  -0.572
C (-2.8620, -3.7426, -2.2863)  -0.814
C (-2.6017, -3.3201, -3.5862)  -0.628
C (-1.9246, -2.1315, -3.8111)  -0.822
C (-1.4976, -1.3633, -2.7361)  -0.456
P (2.1903, -2.4393, 0.4272)  -0.467
C (1.6326, -4.1671, 0.3222)  0.692
C (2.2902, -5.0674, 1.1602)  -0.833
C (1.9072, -6.4019, 1.2019)  -0.647
C (0.8752, -6.8512, 0.3939)  -0.626
C (0.2280, -5.9684, -0.4629)  -0.961
C (0.6031, -4.6359, -0.4985)  0.265
C (1.7947, -1.7425, -1.2210)  0.626
C (1.6732, -0.3409, -1.4032)  0.459
C (1.7773, 0.2227, -2.6901)  -0.214
C (1.8793, -0.5839, -3.8041)  -1.210
C (1.9463, -1.9616, -3.6291)  -0.832
C (1.9311, -2.5282, -2.3622)  -0.422
H (1.1683, -2.1273, 2.5131)  0.777
H (1.2148, -0.6123, 1.6581)  -0.528
H (-1.1096, -1.6295, 2.1879)  0.789
H (-0.7818, -2.8836, 1.0219)  0.666
H (-2.1326, 0.0721, 2.6684)  0.296
H (-4.2484, 0.9730, 3.5139)  0.478
H (-6.1847, 1.2410, 1.9994)  0.434
H (-5.9951, 0.5803, -0.3745)  0.471
H (-3.8897, -0.3518, -1.2378)  0.449
H (-2.6547, -3.3151, -0.2039)  0.454
H (-3.3993, -4.6651, -2.1119)  0.529
H (-2.9365, -3.9177, -4.4235)  0.435
H (-1.7312, -1.7990, -4.8224)  0.488
H (-0.9698, -0.4355, -2.9112)  0.307
H (3.1090, -4.7238, 1.7812)  0.431
H (2.4236, -7.0901, 1.8572)  0.425
H (0.5827, -7.8924, 0.4185)  0.413
H (-0.5642, -6.3235, -1.1098)  0.484
H (0.1126, -3.9683, -1.1956)  0.394
H (1.9182, 0.2769, -0.4832)  -0.025
H (1.7613, 1.2968, -2.8255)  0.298
H (1.9358, -0.1526, -4.7939)  0.446
H (2.0492, -2.6055, -4.4934)  0.496
H (2.0556, -3.5977, -2.2635)  0.653
C (4.6887, 2.2684, 2.3265)  -1.771
C (3.2328, 2.1993, 1.9884)  0.571
O (2.7695, 1.3038, 1.2986)  -0.509
C (2.3058, 3.2692, 2.4749)  0.298
C (2.7456, 4.5580, 2.7618)  -0.474
C (1.8353, 5.5360, 3.1431)  -0.805
C (0.4908, 5.2225, 3.2734)  -0.647
C (0.0487, 3.9258, 3.0220)  -0.806
C (0.9499, 2.9574, 2.6127)  0.094
H (5.1799, 1.3502, 2.0172)  0.369
H (4.8297, 2.4364, 3.3945)  0.442
H (5.1507, 3.1106, 1.8053)  0.383
H (3.7954, 4.8082, 2.6818)  0.411
H (2.1801, 6.5388, 3.3550)  0.442
H (-0.2105, 5.9805, 3.5958)  0.445
H (-0.9932, 3.6737, 3.1858)  0.612
H (0.6342, 1.9351, 2.4339)  0.734

---

# 2
ORCA calculation (ωB97M-V with the def2-TZVPD basis set) on C37H42N4O9ReSSi as an isolated structure in a non-equilibrium geometry.

Results
- energy relative to the best compared isomer or geometry (same formula, charge and spin) (kcal per mole) = 3.6
- DFT total energy (eV) = -84281.5778
- spin multiplicity = 2

Each line ends with the Mulliken charge.
Geometry (Å):
Re (-0.3031, -0.3152, -0.7904)  2.858
C (2.5053, -6.0909, 2.0793)  -0.535
O (1.6797, -7.0013, 1.3649)  -0.469
C (0.3529, -6.7415, 1.3195)  0.930
C (-0.4256, -7.6707, 0.6269)  -0.778
C (-1.7871, -7.4851, 0.5261)  -0.021
C (-2.3935, -6.3542, 1.0701)  -0.382
C (-1.6220, -5.4554, 1.7976)  -0.292
C (-0.2531, -5.6399, 1.9212)  -0.282
N (-3.8129, -6.2878, 0.8723)  -0.356
N (-4.4325, -5.2381, 0.6601)  -0.661
C (-3.7666, -3.9769, 0.5090)  0.034
C (-4.1840, -2.9537, 1.3182)  -0.446
C (-3.5624, -1.6901, 1.3115)  -0.486
C (-2.5129, -1.4534, 0.4632)  0.596
O (-1.8318, -0.2993, 0.4261)  -0.931
C (-2.1185, -2.4884, -0.4292)  0.343
N (-1.0681, -2.1886, -1.2533)  -0.283
C (-0.6593, -3.0691, -2.1389)  -0.022
C (-1.2875, -4.3155, -2.2804)  -1.200
C (-2.3199, -4.6487, -1.4481)  -0.853
C (-2.7538, -3.7366, -0.4602)  0.914
H (3.5177, -6.4741, 1.9866)  0.288
H (2.2259, -6.0582, 3.1354)  0.344
H (2.4477, -5.0856, 1.6597)  0.091
H (0.0593, -8.5336, 0.1922)  0.445
H (-2.4081, -8.2092, 0.0140)  0.460
H (-2.0726, -4.5930, 2.2684)  0.470
H (0.3286, -4.9048, 2.4578)  0.305
H (-4.9946, -3.1506, 2.0081)  0.417
H (-3.8927, -0.9070, 1.9792)  0.526
H (0.1843, -2.7770, -2.7481)  0.344
H (-0.9381, -5.0002, -3.0391)  0.500
H (-2.8069, -5.6091, -1.5426)  0.583
C (4.0444, -1.9546, -0.3350)  -1.631
C (3.1985, -0.9980, 0.5035)  2.466
C (3.9282, -0.5728, 1.7708)  -2.132
O (2.9361, 0.1928, -0.2208)  0.600
C (1.9120, -1.7384, 0.9256)  -0.469
O (1.9800, -2.7630, 1.5663)  -0.635
O (0.7678, -1.2026, 0.5770)  -0.529
H (5.0061, -1.4902, -0.5520)  0.382
H (3.5428, -2.1706, -1.2817)  0.277
H (4.2035, -2.8934, 0.1932)  0.320
H (4.8848, -0.1256, 1.4992)  0.418
H (4.1019, -1.4293, 2.4190)  0.414
H (3.3359, 0.1672, 2.3097)  0.422
H (2.4027, -0.0297, -1.0115)  -1.268
O (-3.2464, 0.9213, -3.2027)  -0.437
N (-2.7544, 0.3597, -2.2735)  0.243
O (-1.3956, 0.5251, -2.1895)  -0.396
C (0.5010, 1.1683, -4.5800)  -0.980
Si (1.6074, -0.0762, -3.7346)  0.820
C (3.3908, 0.5260, -3.7771)  -1.176
C (1.5208, -1.6956, -4.6827)  -1.402
O (1.1845, -0.2902, -2.1628)  -0.408
H (0.9202, 1.4338, -5.5541)  0.479
H (0.3963, 2.0831, -3.9943)  0.039
H (-0.5041, 0.7759, -4.7314)  0.243
H (3.9048, 0.1398, -4.6596)  0.491
H (3.9545, 0.1981, -2.9006)  0.261
H (3.4569, 1.6158, -3.8183)  0.304
H (2.0334, -1.5849, -5.6411)  0.425
H (0.4938, -1.9980, -4.8974)  0.303
H (2.0171, -2.5077, -4.1452)  0.359
O (0.1721, 1.6085, -0.0538)  -0.649
S (1.3445, 2.5349, 0.2163)  0.234
C (2.2261, 2.7121, -1.3430)  1.747
C (3.5159, 3.4584, -1.1565)  0.293
C (4.4426, 3.0540, -0.1989)  0.061
C (5.6379, 3.7416, -0.0546)  -0.920
C (5.9224, 4.8299, -0.8674)  -0.444
C (5.0087, 5.2277, -1.8322)  -0.853
C (3.8089, 4.5461, -1.9733)  -0.301
C (0.4966, 4.1346, 0.3143)  -1.462
C (-0.2347, 4.5073, -0.9346)  0.119
C (0.2811, 5.4848, -1.7812)  -0.140
C (-0.3601, 5.7904, -2.9722)  -0.722
C (-1.5201, 5.1152, -3.3266)  -0.501
C (-2.0424, 4.1445, -2.4839)  -0.669
C (-1.4067, 3.8437, -1.2887)  0.099
H (1.5631, 3.2013, -2.0588)  0.132
H (2.3836, 1.6828, -1.6649)  -1.746
H (4.2339, 2.1842, 0.4123)  0.396
H (6.3537, 3.4204, 0.6905)  0.430
H (6.8579, 5.3613, -0.7543)  0.404
H (5.2294, 6.0684, -2.4768)  0.419
H (3.0950, 4.8532, -2.7280)  0.489
H (1.2549, 4.8650, 0.6018)  0.577
H (-0.1735, 3.9839, 1.1620)  0.621
H (1.1893, 6.0070, -1.5028)  0.476
H (0.0447, 6.5552, -3.6219)  0.425
H (-2.0191, 5.3474, -4.2579)  0.414
H (-2.9431, 3.6116, -2.7617)  0.381
H (-1.8040, 3.0748, -0.6388)  0.434